{"formula": "C52H54BCoF2N4O2PS2", "method": "the ωB97M-V functional and the def2-TZVPD basis", "elements": ["Co", "C", "C", "C", "C", "C", "C", "C", "C", "N", "C", "C", "C", "C", "N", "C", "C", "C", "C", "C", "C", "C", "C", "H", "H", "H", "H", "H", "H", "H", "H", "H", "H", "H", "H", "H", "H", "H", "H", "H", "H", "H", "H", "H", "H", "H", "H", "S", "C", "N", "C", "C", "N", "C", "C", "C", "C", "C", "C", "C", "C", "S", "C", "C", "C", "C", "C", "C", "C", "H", "H", "H", "H", "H", "H", "H", "H", "H", "H", "H", "H", "H", "H", "H", "H", "H", "H", "O", "C", "O", "C", "P", "C", "C", "C", "C", "C", "C", "C", "C", "C", "C", "C", "C", "H", "H", "H", "H", "H", "H", "H", "H", "H", "H", "H", "H", "F", "B", "F"], "positions_angstrom": [[0.569, -0.071, 0.070], [-1.138, 2.248, 4.030], [0.099, 2.648, 3.263], [1.141, 3.216, 3.991], [2.327, 3.581, 3.388], [2.496, 3.334, 2.036], [1.486, 2.766, 1.280], [1.717, 2.534, -0.185], [0.253, 2.446, 1.880], [-0.750, 1.898, 1.055], [-1.941, 2.481, 0.971], [-2.240, 3.813, 1.620], [-2.969, 1.949, 0.166], [-4.167, 2.776, -0.188], [-2.652, 0.822, -0.617], [-3.551, -0.375, -0.842], [-4.036, -2.707, 0.133], [-4.385, -3.200, 1.508], [-4.711, -3.264, -0.917], [-4.628, -2.942, -2.278], [-4.087, -1.791, -2.887], [-3.631, -0.625, -2.342], [-3.279, 0.486, -3.300], [-1.574, 3.117, 4.527], [-0.873, 1.533, 4.812], [-1.895, 1.807, 3.387], [1.003, 3.362, 5.056], [3.118, 4.044, 3.963], [3.434, 3.586, 1.555], [2.773, 2.639, -0.422], [1.140, 3.224, -0.801], [1.419, 1.516, -0.488], [-1.360, 4.229, 2.099], [-3.033, 3.725, 2.364], [-2.575, 4.518, 0.859], [-3.840, 3.664, -0.745], [-4.711, 3.116, 0.693], [-4.846, 2.220, -0.823], [-3.559, -3.087, 2.203], [-4.696, -4.246, 1.476], [-5.219, -2.617, 1.909], [-5.389, -4.077, -0.673], [-5.109, -3.639, -2.955], [-4.132, -1.804, -3.973], [-3.842, 0.375, -4.226], [-2.216, 0.459, -3.571], [-3.487, 1.474, -2.891], [2.410, -0.958, -1.603], [2.116, -1.779, -3.042], [2.993, -1.629, -4.055], [2.961, -2.539, -5.184], [1.542, -2.689, -5.662], [0.718, -3.121, -4.552], [-0.452, -3.922, -4.906], [-0.154, -5.400, -5.059], [0.297, -6.165, -3.983], [0.534, -7.522, -4.138], [0.322, -8.136, -5.365], [-0.132, -7.385, -6.437], [-0.363, -6.025, -6.283], [0.969, -2.705, -3.285], [0.048, -3.229, -2.020], [4.115, -0.696, -4.022], [4.017, 0.272, -5.176], [2.955, 1.171, -5.225], [2.835, 2.057, -6.283], [3.775, 2.052, -7.306], [4.826, 1.149, -7.271], [4.944, 0.260, -6.211], [3.356, -3.519, -4.894], [3.580, -2.129, -5.980], [1.498, -3.447, -6.445], [1.175, -1.740, -6.071], [-0.842, -3.535, -5.850], [-1.202, -3.772, -4.129], [0.445, -5.703, -3.019], [0.874, -8.103, -3.290], [0.507, -9.196, -5.482], [-0.313, -7.857, -7.393], [-0.726, -5.444, -7.124], [5.053, -1.256, -4.065], [4.074, -0.167, -3.074], [2.226, 1.175, -4.422], [2.008, 2.754, -6.311], [3.687, 2.749, -8.128], [5.553, 1.130, -8.073], [5.771, -0.441, -6.184], [2.365, -0.457, 3.584], [1.550, -0.488, 2.687], [1.781, -0.133, 1.459], [0.106, -0.962, 2.955], [-0.544, -1.478, 1.323], [-2.290, -1.234, 1.206], [-2.935, -0.440, 2.140], [-4.207, 0.118, 2.088], [-5.164, 0.067, 1.028], [-4.928, -0.156, -0.281], [-2.958, -1.654, -0.077], [-0.017, -3.227, 1.384], [-0.875, -4.296, 1.603], [-0.362, -5.584, 1.699], [1.000, -5.806, 1.580], [1.860, -4.737, 1.358], [1.355, -3.453, 1.257], [-0.438, -0.108, 3.351], [0.098, -1.774, 3.677], [-2.404, -0.276, 3.069], [-4.554, 0.589, 3.003], [-6.190, 0.290, 1.308], [-5.748, -0.175, -0.989], [-2.209, -2.104, -0.735], [-1.942, -4.138, 1.692], [-1.034, -6.418, 1.859], [1.395, -6.812, 1.653], [2.924, -4.909, 1.258], [2.023, -2.623, 1.059], [-1.026, 2.222, -1.706], [-1.426, 1.021, -1.263], [-0.581, 0.025, -1.667]], "forces_ev_per_a": [[-0.126, -0.582, 0.285], [0.065, 0.100, -0.122], [-0.049, -0.190, -0.021], [0.047, 0.011, -0.058], [-0.044, 0.010, 0.053], [0.033, 0.021, -0.020], [-0.074, 0.077, 0.003], [-0.081, 0.070, 0.212], [0.269, 0.375, 0.270], [-0.371, -0.282, -0.236], [0.472, 0.200, 0.295], [0.097, 0.007, -0.060], [-0.187, -0.330, -0.395], [0.063, -0.036, 0.130], [-0.068, -0.031, 0.182], [-0.167, -0.094, 0.031], [-0.012, -0.168, -0.175], [-0.027, 0.095, -0.019], [0.136, -0.064, 0.112], [0.008, -0.038, -0.026], [-0.004, 0.087, -0.015], [-0.057, -0.010, -0.057], [0.033, -0.060, 0.054], [-0.053, -0.008, -0.018], [-0.032, -0.015, -0.001], [-0.058, -0.055, 0.066], [0.017, 0.013, 0.003], [0.021, -0.061, 0.019], [0.000, -0.019, -0.012], [0.008, -0.080, -0.048], [-0.067, -0.104, -0.071], [0.251, 0.393, -0.318], [-0.008, 0.012, 0.013], [-0.030, -0.024, -0.021], [-0.030, 0.008, 0.024], [-0.003, 0.000, 0.013], [-0.036, 0.013, -0.020], [-0.053, -0.050, 0.005], [-0.049, 0.011, 0.076], [-0.006, 0.011, -0.026], [0.012, 0.030, 0.041], [0.028, -0.026, -0.003], [0.031, 0.006, -0.016], [-0.009, 0.028, 0.013], [0.032, -0.018, -0.024], [0.000, 0.095, -0.026], [-0.052, 0.009, -0.024], [-0.555, -0.371, -0.059], [1.267, 1.044, 0.045], [-0.316, -0.280, 0.293], [-0.175, -0.178, -0.259], [0.188, 0.098, -0.122], [0.310, 0.360, 0.262], [-0.128, -0.167, 0.193], [0.024, 0.071, -0.066], [0.014, -0.022, -0.037], [0.012, 0.045, 0.019], [0.000, -0.031, -0.021], [-0.004, -0.039, -0.056], [-0.016, 0.065, 0.016], [-1.171, -0.980, 0.047], [0.208, 0.263, 0.158], [0.122, 0.184, -0.137], [0.014, -0.096, -0.070], [-0.005, 0.005, 0.043], [-0.043, 0.010, 0.021], [0.014, -0.031, -0.033], [0.016, 0.020, -0.048], [0.015, 0.031, 0.068], [0.070, 0.060, 0.012], [0.015, 0.008, 0.018], [-0.024, -0.016, 0.015], [-0.005, -0.034, -0.025], [0.039, 0.049, 0.017], [0.005, 0.040, -0.050], [0.010, 0.066, 0.048], [0.014, -0.004, -0.014], [-0.015, 0.000, -0.001], [0.021, 0.006, -0.007], [0.002, 0.001, -0.004], [-0.042, -0.045, 0.020], [0.082, -0.047, -0.039], [-0.009, 0.019, -0.007], [0.009, 0.013, 0.018], [-0.013, -0.008, -0.008], [0.012, 0.019, 0.011], [0.000, -0.006, 0.007], [-0.046, 0.020, -0.208], [-0.244, -0.169, 0.658], [0.538, 0.144, -0.150], [0.278, 0.233, -0.379], [-0.755, -0.121, 0.426], [0.520, -0.115, -0.151], [-0.225, -0.197, 0.074], [0.115, 0.111, 0.279], [0.102, 0.035, -0.255], [-0.009, 0.254, -0.059], [0.029, 0.094, 0.285], [0.194, 0.254, -0.403], [-0.104, 0.008, -0.047], [-0.032, -0.055, -0.014], [0.034, 0.003, -0.023], [0.010, -0.061, 0.035], [-0.063, -0.076, -0.064], [-0.018, 0.015, -0.027], [-0.046, 0.037, 0.048], [-0.020, 0.119, 0.012], [0.021, -0.055, 0.018], [-0.014, -0.005, -0.010], [-0.024, -0.039, 0.035], [0.104, -0.027, -0.164], [0.075, 0.039, -0.024], [-0.010, 0.016, 0.016], [-0.010, -0.001, 0.006], [0.004, 0.018, 0.009], [0.014, 0.009, -0.004], [0.050, -0.031, -0.097], [-0.030, 0.397, -0.225], [-0.264, -0.316, 0.065]], "e_above_lowest_ev": 6.1492, "multiplicity": 4, "gap_ev": [4.78, 4.79], "s_squared": 3.916, "e_tot_ha": -5128.52318}


{"formula": "C3H11N2", "method": "the ωB97M-V functional and the def2-TZVPD basis", "elements": ["C", "C", "C", "N", "N", "H", "H", "H", "H", "H", "H", "H", "H", "H", "H", "H"], "positions_angstrom": [[-2.104, 0.004, 0.924], [0.853, -0.833, 0.236], [2.146, -0.290, 0.188], [2.315, 0.599, -1.086], [-2.791, 0.455, -0.251], [-2.556, -0.930, 1.284], [-2.126, 0.821, 1.656], [0.555, -1.389, 1.127], [0.485, -1.235, -0.713], [3.029, -0.954, 0.036], [2.450, 0.270, 1.085], [1.557, 0.227, -1.659], [1.944, 1.517, -0.829], [-2.556, 0.112, -1.187], [-3.766, 0.755, -0.130], [-1.015, -0.128, 0.753]], "forces_ev_per_a": [[1.176, 1.316, -0.312], [3.123, -3.645, -0.200], [0.248, 3.173, -1.117], [-1.449, -0.693, 1.212], [-0.507, -1.130, 0.405], [-0.203, 0.026, 0.174], [-0.600, -0.345, 0.311], [-0.677, 0.848, 0.377], [-0.771, 0.747, 0.029], [-0.507, -0.954, 0.357], [0.016, -0.286, 0.234], [0.558, 0.298, -0.955], [0.351, 0.137, 0.006], [0.095, 0.317, -0.059], [0.121, 0.336, -0.124], [-0.974, -0.144, -0.337]], "e_above_lowest_ev": 5.1762, "total_charge": 2, "multiplicity": 2, "gap_ev": [6.44, 6.01], "s_squared": 0.754, "e_tot_ha": -229.50963}


{"formula": "C2H7O", "method": "the ωB97M-V functional and the def2-TZVPD basis", "elements": ["O", "H", "C", "C", "H", "H", "H", "H", "H", "H"], "positions_angstrom": [[-3.187, -0.196, -0.902], [-2.957, -1.130, -0.829], [1.272, -0.286, 0.347], [0.112, 0.647, 0.175], [1.383, -1.180, -0.179], [1.585, -0.474, 1.348], [2.280, 0.089, 0.066], [-0.502, 0.081, -0.741], [-0.437, 0.855, 1.090], [0.451, 1.593, -0.376]], "forces_ev_per_a": [[0.094, -0.006, -0.050], [-0.034, -0.032, 0.011], [3.111, 1.413, 0.853], [-0.596, -0.679, -4.565], [-1.124, -1.800, -0.838], [-0.546, -0.579, 1.346], [-0.444, 0.931, -0.429], [0.361, 1.869, 2.953], [-0.295, -0.131, -0.477], [-0.527, -0.986, 1.196]], "e_above_lowest_ev": 1.1680, "total_charge": -1, "gap_ev": 5.91, "e_tot_ha": -155.56469}


{"formula": "C20H24ClN3O4S", "method": "the ωB97M-V functional and the def2-TZVPD basis", "elements": ["C", "N", "C", "C", "N", "C", "O", "C", "O", "C", "C", "C", "C", "S", "O", "O", "N", "C", "C", "C", "C", "C", "C", "C", "C", "C", "Cl", "C", "C", "H", "H", "H", "H", "H", "H", "H", "H", "H", "H", "H", "H", "H", "H", "H", "H", "H", "H", "H", "H", "H", "H", "H", "H"], "positions_angstrom": [[5.833, 2.317, 3.253], [4.954, 1.755, 2.252], [3.602, 2.270, 2.362], [2.759, 1.753, 1.194], [2.763, 0.310, 1.203], [1.724, -0.510, 1.406], [1.834, -1.720, 1.490], [0.328, 0.128, 1.518], [0.080, 0.930, 0.377], [-1.141, 0.907, -0.201], [-2.318, 0.501, 0.422], [-3.503, 0.458, -0.291], [-3.522, 0.845, -1.613], [-4.995, 0.582, -2.600], [-6.086, 0.271, -1.728], [-5.122, 1.645, -3.548], [-4.653, -0.785, -3.481], [-4.502, -2.027, -2.757], [-3.186, -2.199, -2.034], [-3.161, -2.686, -0.734], [-1.961, -2.856, -0.066], [-0.765, -2.532, -0.685], [-0.781, -2.048, -1.982], [-1.981, -1.891, -2.653], [-2.385, 1.319, -2.239], [-1.200, 1.351, -1.533], [0.249, 1.892, -2.280], [4.105, -0.231, 1.130], [4.938, 0.304, 2.293], [6.841, 1.938, 3.092], [5.847, 3.401, 3.145], [5.524, 2.070, 4.280], [3.640, 3.360, 2.325], [3.129, 1.970, 3.317], [1.747, 2.143, 1.250], [3.211, 2.091, 0.256], [0.255, 0.732, 2.432], [-0.378, -0.704, 1.578], [-2.311, 0.206, 1.459], [-4.421, 0.124, 0.165], [-3.962, -0.609, -4.192], [-4.644, -2.850, -3.468], [-5.328, -2.044, -2.043], [-4.091, -2.937, -0.244], [-1.957, -3.243, 0.943], [0.171, -2.657, -0.160], [0.146, -1.796, -2.475], [-1.975, -1.528, -3.672], [-2.434, 1.652, -3.264], [4.038, -1.319, 1.170], [4.559, 0.080, 0.185], [5.963, -0.059, 2.201], [4.518, -0.073, 3.244]], "forces_ev_per_a": [[-0.031, -0.010, -0.023], [-0.060, -0.029, 0.034], [-0.052, 0.043, -0.295], [-0.067, 0.438, 0.326], [0.402, 0.092, -0.099], [-0.623, 0.170, -0.100], [-0.109, -0.354, 0.131], [0.036, -0.315, 0.277], [-0.065, 0.049, -0.163], [-0.288, 0.073, -0.220], [0.243, 0.112, 0.006], [-0.060, 0.119, -0.023], [-0.697, 0.049, -0.228], [0.296, 0.044, -0.254], [0.182, -0.255, 0.225], [0.338, -0.025, -0.079], [-0.371, 0.721, 0.157], [-0.075, -0.379, 0.226], [0.101, -0.209, 0.104], [0.002, -0.091, -0.164], [0.037, -0.113, 0.048], [0.044, -0.077, 0.077], [0.046, -0.015, -0.098], [-0.103, -0.116, 0.056], [0.177, 0.140, 0.151], [-0.206, -0.050, 0.190], [0.210, 0.091, -0.226], [0.262, -0.365, 0.196], [-0.026, -0.045, -0.282], [0.073, 0.020, 0.053], [0.048, 0.054, 0.055], [-0.001, -0.002, 0.034], [-0.036, -0.009, 0.032], [0.009, 0.032, -0.031], [0.057, -0.011, -0.033], [-0.095, 0.047, 0.038], [-0.036, -0.043, -0.108], [0.155, 0.105, -0.014], [0.024, -0.054, 0.094], [-0.069, -0.085, 0.128], [0.062, 0.161, -0.189], [-0.072, 0.134, 0.102], [0.057, -0.266, -0.043], [-0.135, -0.002, 0.076], [0.004, -0.033, 0.107], [0.096, -0.002, 0.072], [0.101, 0.034, -0.049], [0.040, 0.084, -0.112], [0.127, 0.056, -0.146], [0.032, 0.147, -0.051], [0.006, -0.032, 0.029], [-0.021, -0.032, 0.033], [0.034, 0.005, -0.026]], "e_above_lowest_ev": 1.4846, "gap_ev": 9.37, "smiles": "CN1CCN(C(=O)COc2ccc(S(=O)(=O)NCc3ccccc3)cc2Cl)CC1", "e_tot_ha": -2100.12211}


{"formula": "C3H5I2N", "method": "the ωB97M-V functional and the def2-TZVPD basis", "elements": ["C", "C", "C", "N", "I", "I", "H", "H", "H", "H", "H"], "positions_angstrom": [[0.128, -0.676, -0.258], [0.085, 0.824, -0.098], [-0.970, -0.025, 0.470], [-2.604, -0.086, -0.395], [-3.462, -1.882, 0.066], [-3.634, 1.598, 0.155], [-0.077, -1.070, -1.241], [0.830, -1.271, 0.311], [0.752, 1.301, 0.606], [-0.132, 1.412, -0.973], [-1.184, -0.143, 1.517]], "forces_ev_per_a": [[0.050, -0.360, 0.010], [-0.053, 0.272, 0.034], [-3.695, -0.409, -1.530], [3.889, 0.409, 1.087], [-0.042, 0.044, 0.218], [-0.056, -0.107, 0.184], [-0.128, 0.047, -0.112], [0.041, 0.065, 0.058], [0.013, 0.026, 0.033], [-0.098, 0.019, -0.183], [0.079, -0.004, 0.200]], "e_above_lowest_ev": 2.2334, "gap_ev": 7.81, "e_tot_ha": -767.32604}